Here is a molecular structure, C39H33Cl3LaN3OP2S2 at a distorted geometry from the Open Molecules 2025 dataset. Energies are from ωB97M-V with the def2-TZVPD basis set.

Computed properties:
Highest occupied orbital energy: -12.52 eV
Net charge: +2
LUMO energy: -5.69 eV
Molecular weight: 931.06 g mol⁻¹
ΔE to the lowest compared entry with this formula, charge and spin: 0.223 eV

Atoms and positions in Å:
La1 1.02 0.98 -0.20
Cl1 1.58 -0.65 -7.67
C1 1.64 -0.45 -6.03
C2 0.50 0.01 -5.33
C3 0.54 0.32 -3.99
Cl2 -0.81 0.95 -3.10
C4 1.75 0.00 -3.30
O1 1.89 0.29 -2.02
C5 2.86 -0.65 -3.91
Cl3 4.31 -1.24 -3.06
C6 2.82 -0.77 -5.31
H1 -0.47 0.08 -5.83
H2 3.67 -1.12 -5.83
C7 -2.68 -1.35 2.56
N1 -1.73 -1.00 1.50
P1 -0.37 -1.79 0.83
C8 0.09 -3.10 1.93
C9 -0.68 -4.26 2.12
C10 -0.34 -5.12 3.14
C11 0.82 -4.92 3.90
C12 1.64 -3.81 3.64
C13 1.32 -2.94 2.59
C14 -0.98 -2.66 -0.60
C15 -0.13 -2.85 -1.70
C16 -0.49 -3.70 -2.73
C17 -1.68 -4.45 -2.64
C18 -2.44 -4.29 -1.50
C19 -2.20 -3.33 -0.57
P2 -1.88 0.48 0.53
C20 -3.62 0.91 0.59
C21 -4.51 0.61 -0.46
C22 -5.92 0.78 -0.33
C23 -6.48 1.37 0.84
C24 -5.58 1.63 1.89
C25 -4.22 1.47 1.75
C26 -1.10 1.65 1.69
C27 0.02 1.22 2.44
C28 0.98 2.19 2.96
C29 0.78 3.55 2.72
C30 -0.42 3.97 2.12
C31 -1.33 3.01 1.67
H3 -3.69 -1.28 2.19
H4 -2.52 -0.72 3.44
H5 -2.54 -2.39 2.82
H6 -1.57 -4.48 1.48
H7 -1.04 -5.89 3.46
H8 1.10 -5.61 4.71
H9 2.58 -3.72 4.13
H10 2.03 -2.13 2.36
H11 0.82 -2.27 -1.72
H12 0.09 -3.75 -3.64
H13 -2.07 -5.08 -3.48
H14 -3.35 -4.88 -1.48
H15 -2.92 -2.97 0.15
H16 -4.11 0.41 -1.44
H17 -6.54 0.40 -1.14
H18 -7.50 1.67 0.94
H19 -5.90 2.13 2.85
H20 -3.56 1.87 2.51
H21 0.08 0.18 2.76
H22 1.91 1.84 3.47
H23 1.57 4.27 2.96
H24 -0.69 5.03 2.10
H25 -2.11 3.37 0.98
C32 -0.09 4.39 -2.01
C33 1.25 4.42 -1.34
N2 1.85 3.40 -0.71
C34 3.22 3.69 -0.43
C35 3.57 4.95 -0.86
S1 2.26 5.81 -1.54
C36 4.10 2.68 0.21
C37 5.39 2.84 0.68
S2 6.05 1.42 1.35
C38 4.54 0.58 0.93
N3 3.58 1.37 0.39
C39 4.31 -0.89 1.02
H26 -0.88 3.90 -1.42
H27 -0.04 3.72 -2.89
H28 -0.50 5.34 -2.29
H29 4.59 5.42 -0.79
H30 5.89 3.81 0.80
H31 4.94 -1.51 0.33
H32 3.26 -1.05 0.85
H33 4.49 -1.31 2.01